Formula: C12H19BF3NO3SSiZn
Source: the Open Molecules 2025 dataset
Level of theory: ωB97M-V/def2-TZVPD

The geometry in XYZ format:
```
42
Properties=species:S:1:pos:R:3
C 2.381 -3.317 0.112
B 2.955 -1.944 -0.355
O 3.818 -1.847 -1.435
N 2.530 -0.695 0.370
C 2.093 0.376 -0.529
F 3.094 0.928 -1.209
F 1.342 -0.303 -1.458
C 1.256 1.426 0.182
C 0.180 2.078 -0.715
Si -1.588 1.979 -0.112
C -1.896 3.054 1.428
C -2.678 2.734 -1.483
C -2.236 0.240 0.143
C -1.452 -0.931 0.316
C -2.022 -2.169 0.466
C -3.432 -2.281 0.480
C -4.249 -1.156 0.350
C -3.668 0.074 0.170
S 3.549 -0.190 1.583
O 2.783 0.308 2.660
O 4.649 0.533 1.082
F 4.030 -1.603 1.953
H 2.651 -3.477 1.153
H 2.694 -4.157 -0.499
H 1.293 -3.272 0.108
H 3.511 -2.466 -2.125
H 0.857 0.980 1.087
H 1.944 2.194 0.519
H 0.224 1.749 -1.750
H 0.389 3.146 -0.737
H -1.661 4.064 1.104
H -1.293 2.730 2.270
H -2.948 3.027 1.697
H -3.730 2.709 -1.222
H -2.351 3.752 -1.662
H -2.517 2.155 -2.388
H -0.374 -0.863 0.338
H -1.401 -3.039 0.575
H -3.864 -3.262 0.600
H -5.320 -1.249 0.390
H -4.298 0.943 0.069
Zn 4.753 -2.958 -3.525
```

Summary:
E	-3539.85752	Eh
strongest force on any atom	0.025	Eh/bohr
total charge	+2
Kohn-Sham gap	1.7	eV
E_HOMO	-0.5300	Ha